1.
One molecule with the formula C6H9N, computed with ωB97M-V with the def2-TZVPD basis set.

Properties
Energy above the lowest of the compared OMol25 structures with the same formula, charge and spin in kcal/mol: 64.87
Calculated total energy in eV: -7855.3464
SMILES: CC#CC[C@H]1CN1
Kohn-Sham gap in eV: 10.430
HOMO level in eV: -9.39

Each line ends with the Löwdin charge.
Positions of all 16 atoms, in Å:
C (2.729, 0.697, 2.020)  -0.11
C (1.738, 0.141, 1.096)  -0.09
C (0.938, -0.328, 0.326)  -0.04
C (-0.017, -0.925, -0.617)  -0.18
C (-1.423, -0.375, -0.487)  -0.34
C (-1.918, 0.642, -1.437)  -0.15
N (-2.327, -0.757, -1.566)  0.01
H (2.587, 1.774, 2.153)  0.07
H (3.744, 0.536, 1.641)  0.08
H (2.660, 0.222, 3.004)  0.07
H (-0.038, -2.013, -0.480)  0.12
H (0.320, -0.751, -1.646)  0.12
H (-1.822, -0.345, 0.528)  0.14
H (-1.251, 0.991, -2.223)  0.10
H (-2.645, 1.376, -1.096)  0.10
H (-3.273, -0.885, -1.217)  0.09

2.
An isolated ion of composition C7H9N4S and charge +1 in a non-equilibrium geometry, computed with ωB97M-V with the def2-TZVPD basis set.

Properties
Charge: +1
Energy above the lowest of the compared OMol25 structures with the same formula, charge and spin in kcal/mol: 79.65
Calculated total energy in eV: -24189.6322
Kohn-Sham gap in eV: 8.616
HOMO level in eV: -12.73

Each line ends with the Löwdin charge.
Positions of all 21 atoms, in Å:
C (2.165, 1.264, -0.963)  -0.04
C (2.571, 0.101, -0.431)  -0.13
C (0.288, 0.311, -0.490)  -0.10
C (-0.331, -1.527, 0.731)  -0.09
C (-2.356, -0.110, 0.637)  -0.39
C (3.994, -0.418, -0.194)  0.02
C (-4.926, 0.090, 0.619)  -0.24
N (0.920, -1.560, 0.574)  0.13
N (-0.920, -0.315, 0.188)  -0.04
N (1.304, -0.461, -0.032)  -0.01
N (0.804, 1.483, -0.943)  0.16
S (-3.362, 0.761, -0.297)  0.91
H (2.860, 2.035, -1.305)  0.15
H (-0.962, -2.208, 1.327)  0.15
H (4.343, -0.264, 0.803)  0.08
H (3.849, -1.440, -0.206)  0.05
H (4.778, -0.086, -0.929)  0.12
H (-5.778, 0.772, 0.471)  0.06
H (-4.523, -0.016, 1.552)  -0.02
H (-5.088, -0.812, 0.012)  0.05
H (0.369, 2.400, -1.124)  0.20

3.
A 2-piece molecular cluster, C4H10O3 overall in a non-equilibrium geometry, computed with ωB97M-V with the def2-TZVPD basis set.

Properties
Energy above the lowest of the compared OMol25 structures with the same formula, charge and spin in kcal/mol: 23.63
Calculated total energy in eV: -10452.2188
SMILES: CCOC(C)=O.O
Kohn-Sham gap in eV: 11.120
HOMO level in eV: -10.41

Each line ends with the Löwdin charge.
Positions of all 17 atoms, in Å:
O (-0.494, 1.677, 0.757)  0.11
O (-0.449, -0.622, 0.578)  0.01
C (-0.325, 0.614, 0.216)  -0.56
C (-0.108, 0.704, -1.332)  0.02
C (-0.538, -2.413, 2.018)  -0.07
C (-0.474, -0.870, 1.947)  -0.24
H (-1.052, 1.114, -1.727)  0.09
H (0.143, -0.209, -1.898)  0.08
H (0.692, 1.446, -1.489)  0.06
H (-1.560, -2.714, 1.732)  0.08
H (-0.302, -2.858, 2.999)  0.08
H (0.168, -2.813, 1.271)  0.08
H (-1.368, -0.421, 2.420)  0.13
H (0.406, -0.590, 2.558)  0.13
O (1.750, 2.681, -3.750)  -0.09
H (2.410, 2.217, -3.186)  0.05
H (1.101, 3.057, -3.113)  0.04

4.
An isolated ion of composition C12H21N2O5S and charge +1, computed with ωB97M-V with the def2-TZVPD basis set.

Properties
Charge: +1
Calculated total energy in eV: -36831.2666
SMILES: O=COCCCCc1[nH]cc[n+]1CCCCS(=O)(=O)O
Kohn-Sham gap in eV: 10.293
HOMO level in eV: -13.05

Each line ends with the Löwdin charge.
Positions of all 41 atoms, in Å:
O (-4.631, 5.031, -2.860)  0.11
C (-3.573, 4.624, -2.487)  -0.34
O (-2.861, 3.702, -3.169)  -0.01
C (-1.752, 3.102, -2.520)  -0.20
C (-2.010, 1.617, -2.304)  -0.16
C (-0.948, 0.996, -1.394)  -0.17
C (-1.329, 1.054, 0.115)  -0.08
C (-1.705, -0.276, 0.660)  -0.21
N (-2.959, -0.726, 0.709)  0.16
C (-3.001, -1.978, 1.265)  -0.02
C (-1.738, -2.295, 1.565)  0.00
N (-0.939, -1.231, 1.179)  0.02
C (0.517, -1.240, 1.425)  -0.09
C (1.403, -0.696, 0.317)  -0.16
C (2.869, -0.753, 0.799)  -0.19
C (3.542, -2.084, 0.428)  -0.22
S (4.514, -2.753, 1.744)  0.58
O (3.610, -3.202, 2.761)  -0.28
O (5.531, -3.617, 1.240)  -0.26
O (5.191, -1.389, 2.203)  -0.15
H (-3.108, 4.943, -1.539)  0.14
H (-0.875, 3.230, -3.155)  0.14
H (-1.538, 3.607, -1.571)  0.12
H (-3.020, 1.475, -1.917)  0.12
H (-1.962, 1.126, -3.275)  0.13
H (-0.735, -0.031, -1.684)  0.11
H (-0.010, 1.538, -1.529)  0.12
H (-2.213, 1.684, 0.215)  0.13
H (-0.541, 1.484, 0.727)  0.13
H (-3.765, -0.209, 0.397)  0.18
H (-3.895, -2.555, 1.415)  0.14
H (-1.309, -3.166, 2.025)  0.14
H (0.764, -2.293, 1.566)  0.13
H (0.708, -0.748, 2.377)  0.15
H (1.165, 0.336, 0.071)  0.09
H (1.293, -1.316, -0.572)  0.13
H (3.434, 0.073, 0.377)  0.12
H (2.874, -0.626, 1.880)  0.11
H (4.217, -1.969, -0.419)  0.12
H (2.818, -2.861, 0.192)  0.11
H (5.967, -1.608, 2.746)  0.11

5.
C22H35HfNO3P2S as an isolated structure in a non-equilibrium geometry, computed with ωB97M-V with the def2-TZVPD basis set.

Properties
Charge: +2
Energy above the lowest of the compared OMol25 structures with the same formula, charge and spin in kcal/mol: 52.94
Calculated total energy in eV: -61716.1580
Kohn-Sham gap in eV: 4.937
HOMO level in eV: -13.31

Each line ends with the Löwdin charge.
Positions of all 65 atoms, in Å:
P (-0.248, 1.957, -3.458)  0.85
P (-1.871, -0.749, -3.220)  0.86
C (-0.941, 1.223, -5.034)  -0.41
C (-2.104, 0.266, -4.775)  -0.40
H (-0.109, 0.728, -5.563)  0.08
H (-1.279, 2.071, -5.649)  0.08
H (-3.070, 0.790, -4.674)  0.09
H (-2.199, -0.461, -5.596)  0.09
C (-0.753, -2.002, -3.972)  -0.26
H (-0.622, -2.844, -3.284)  0.04
H (0.224, -1.568, -4.212)  0.05
H (-1.232, -2.359, -4.890)  0.05
C (-3.440, -1.675, -3.324)  -0.28
H (-3.487, -2.180, -4.299)  0.05
H (-4.281, -0.974, -3.229)  0.05
H (-3.479, -2.418, -2.516)  0.04
C (1.056, 2.978, -4.223)  -0.29
H (1.560, 3.543, -3.428)  0.04
H (0.605, 3.669, -4.949)  0.05
H (1.778, 2.321, -4.726)  0.05
C (-1.570, 3.221, -3.279)  -0.27
H (-2.527, 2.756, -3.020)  0.05
H (-1.673, 3.752, -4.232)  0.06
H (-1.290, 3.936, -2.499)  0.05
Hf (0.515, 0.264, 1.826)  1.75
C (-1.408, -0.776, 0.918)  -0.16
C (-0.317, -1.573, 0.549)  -0.14
C (0.311, -1.550, -0.830)  -0.18
C (1.546, -0.636, -1.091)  -0.14
C (1.613, 0.657, -0.329)  -0.16
C (0.517, 1.519, -0.173)  -0.20
C (-0.852, 1.168, -0.708)  -0.30
C (-1.912, 0.413, 0.137)  -0.16
C (-0.395, 1.935, 2.811)  -0.22
H (-2.104, -1.171, 1.672)  0.15
H (-0.148, -2.496, 1.117)  0.14
H (-0.468, -1.298, -1.568)  0.01
H (0.591, -2.585, -1.097)  0.14
H (2.441, -1.240, -0.858)  0.13
H (1.642, -0.441, -2.177)  0.14
H (2.623, 1.066, -0.212)  0.14
H (0.690, 2.569, 0.098)  0.14
H (-0.708, 0.523, -1.593)  -0.06
H (-1.323, 2.099, -1.070)  0.10
H (-2.449, 1.145, 0.768)  0.13
H (-2.692, 0.048, -0.567)  0.13
H (-1.298, 1.678, 3.388)  0.04
H (-0.661, 2.767, 2.139)  0.03
H (0.323, 2.345, 3.549)  0.05
O (-0.834, -2.542, 5.071)  -0.25
S (-0.103, -1.313, 5.229)  0.72
O (-0.734, -0.137, 5.770)  -0.25
N (0.583, -0.880, 3.710)  -0.16
C (1.931, -0.824, 3.705)  -0.42
O (2.434, -0.234, 2.638)  -0.11
C (2.526, -1.272, 4.921)  -0.14
C (3.885, -1.326, 5.273)  0.04
C (4.211, -1.654, 6.588)  -0.01
C (3.202, -1.884, 7.542)  0.00
C (1.845, -1.826, 7.188)  0.01
C (1.535, -1.536, 5.864)  -0.20
H (4.622, -1.125, 4.495)  0.14
H (5.263, -1.737, 6.884)  0.13
H (3.473, -2.117, 8.576)  0.13
H (1.035, -2.005, 7.900)  0.14

6.
A 3-piece molecular cluster, C2H11NO2 overall in a non-equilibrium geometry, computed with ωB97M-V with the def2-TZVPD basis set.

Properties
Energy above the lowest of the compared OMol25 structures with the same formula, charge and spin in kcal/mol: 63.55
Calculated total energy in eV: -7835.1708
SMILES: CNC.O.O
Kohn-Sham gap in eV: 8.482
HOMO level in eV: -8.05

Each line ends with the Löwdin charge.
Positions of all 16 atoms, in Å:
C (-0.096, -0.977, 0.190)  -0.14
N (-1.102, -1.547, -0.731)  -0.16
C (-1.174, -2.464, -1.939)  -0.10
H (0.794, -1.344, -0.115)  0.02
H (-0.241, -1.230, 1.331)  0.10
H (0.201, 0.100, 0.333)  0.05
H (-1.759, -0.876, -0.838)  0.02
H (-0.245, -2.479, -2.524)  0.06
H (-1.476, -3.479, -1.448)  0.09
H (-2.030, -2.172, -2.565)  0.07
H (1.303, 2.446, 0.376)  0.04
H (1.911, 1.368, -0.573)  0.03
O (1.428, 2.215, -0.602)  -0.10
H (0.170, 1.671, 3.413)  0.11
H (1.004, 2.903, 2.754)  0.02
O (0.535, 2.106, 2.535)  -0.10